[1]
{
  "formula": "C3H8NO2",
  "method": "ωB97M-V with the def2-TZVPD basis set",
  "symbols": ["C", "C", "C", "N", "O", "O", "H", "H", "H", "H", "H", "H", "H", "H"],
  "coordinates": [[2.199, 0.194, -0.748], [-3.017, 0.394, -0.077], [0.572, 0.248, 1.110], [1.085, -0.265, 0.119], [0.658, -1.505, -0.334], [-1.915, -0.144, -0.036], [3.152, -0.310, -0.297], [2.226, 1.272, -0.831], [1.987, -0.404, -1.654], [-0.255, -1.782, -0.135], [-3.275, 1.330, -0.670], [-3.910, -0.045, 0.541], [-0.218, -0.253, 1.600], [0.710, 1.272, 1.413]],
  "atomic_forces_ev_per_a": [[1.1, -2.7, 0.6], [-0.5, -0.8, 0.8], [-1.6, 1.8, 1.8], [0.2, -2.0, -2.3], [1.5, 0.0, -0.3], [-1.6, 1.1, -0.3], [-1.6, 1.4, -0.7], [0.0, 0.0, 0.0], [0.3, 1.1, 0.0], [-0.2, 1.1, 0.6], [0.6, -0.9, 0.4], [1.4, 0.6, -1.0], [-0.6, -0.7, 0.5], [0.9, 0.1, -0.1]],
  "nbo_charge": [-0.44, 0.32, 0.06, 0.08, -0.51, -0.61, 0.26, 0.26, 0.27, 0.53, 0.15, 0.14, 0.24, 0.24],
  "charge": 1,
  "e_lumo_ev": -4.442,
  "homo_energy_ha": -0.530,
  "max_force_ha_per_bohr": 0.059,
  "e_tot_ha": -323.962244,
  "de_lowest_kj_mol": 433.3
}

***

[2]
{
  "formula": "C3H8NO2",
  "method": "ωB97M-V with the def2-TZVPD basis set",
  "symbols": ["C", "C", "C", "N", "O", "O", "H", "H", "H", "H", "H", "H", "H", "H"],
  "coordinates": [[-0.472, 0.827, 1.776], [-0.071, 0.473, 0.583], [-0.539, -0.725, -0.091], [-0.547, -0.611, -1.549], [1.041, 1.013, -0.098], [2.240, 0.282, -0.061], [-0.102, 1.628, 2.305], [-1.508, 0.289, 1.998], [-1.487, -0.973, 0.397], [0.148, -1.574, 0.155], [-1.333, 0.115, -1.794], [-0.614, -1.490, -2.137], [0.347, -0.171, -1.719], [2.896, 0.917, 0.235]],
  "atomic_forces_ev_per_a": [[-4.1, -2.1, -1.1], [3.0, -0.1, -0.4], [-0.3, -3.1, 1.8], [-2.3, 1.3, -1.4], [-1.3, 2.2, -0.2], [0.1, -1.9, 0.1], [0.8, 1.4, 1.4], [2.4, 1.5, 0.4], [-0.2, -0.3, -0.9], [-0.4, 0.6, -0.3], [1.8, -1.8, -0.1], [-0.2, 1.2, 1.1], [0.6, 0.5, -0.7], [0.0, 0.5, 0.3]],
  "nbo_charge": [-0.30, 0.20, -0.31, -0.68, -0.31, -0.44, 0.24, 0.22, 0.25, 0.25, 0.46, 0.47, 0.46, 0.49],
  "charge": 1,
  "e_lumo_ev": -3.881,
  "homo_energy_ha": -0.537,
  "max_force_ha_per_bohr": 0.092,
  "e_tot_ha": -323.933646,
  "de_lowest_kj_mol": 508.4
}

***

[3]
{
  "formula": "C3H8NO2",
  "method": "ωB97M-V with the def2-TZVPD basis set",
  "symbols": ["C", "C", "C", "N", "O", "O", "H", "H", "H", "H", "H", "H", "H", "H"],
  "coordinates": [[-0.223, -0.456, 0.004], [1.264, -0.404, -0.238], [-1.982, 0.395, 1.367], [1.499, -0.313, -1.678], [-0.878, -0.468, -1.058], [-1.459, 1.477, 1.836], [1.669, -1.417, 0.137], [1.837, 0.358, 0.361], [-2.621, 0.432, 0.485], [-2.224, -0.443, 2.072], [2.451, -0.770, -1.890], [1.694, 0.677, -1.904], [-0.292, -0.613, -1.935], [-0.738, 1.547, 2.440]],
  "atomic_forces_ev_per_a": [[-0.9, 1.5, 1.0], [1.4, -1.5, 0.9], [1.4, -2.0, 1.0], [2.7, 0.1, -0.4], [-0.6, -1.0, -2.1], [-1.4, 1.2, -2.2], [-0.6, 1.4, -0.4], [-1.0, -0.6, -0.3], [0.3, 0.6, 0.1], [0.7, 0.6, -0.7], [-2.2, 0.6, 0.2], [-0.4, -0.6, 0.0], [-0.1, 0.5, 1.7], [0.5, -0.8, 1.3]],
  "nbo_charge": [0.43, -0.41, 0.25, -0.86, -0.60, -0.62, 0.27, 0.25, 0.22, 0.20, 0.41, 0.39, 0.53, 0.54],
  "charge": 1,
  "e_lumo_ev": -4.679,
  "homo_energy_ha": -0.518,
  "max_force_ha_per_bohr": 0.056,
  "e_tot_ha": -323.944466,
  "de_lowest_kj_mol": 480.0
}

***

[4]
{
  "formula": "C3H8NO2P",
  "method": "ωB97M-V with the def2-TZVPD basis set",
  "symbols": ["C", "C", "C", "N", "P", "O", "O", "H", "H", "H", "H", "H", "H", "H", "H"],
  "coordinates": [[-0.175, 0.599, -1.726], [0.428, -0.162, -0.573], [-0.236, -1.359, -0.023], [-0.284, -0.099, 0.679], [0.469, 0.164, 2.183], [-0.858, -0.241, 3.049], [0.294, 1.787, 2.114], [-1.259, 0.587, -1.649], [0.123, 0.147, -2.670], [0.162, 1.633, -1.710], [1.516, -0.135, -0.540], [-1.183, -1.675, -0.442], [0.365, -2.166, 0.380], [-0.687, -0.703, 3.869], [1.003, 2.294, 2.510]],
  "atomic_forces_ev_per_a": [[0.2, -0.1, 0.2], [0.2, 0.3, -0.4], [-0.1, -0.5, 0.0], [-0.3, 0.4, 0.4], [-0.2, 0.0, -0.1], [-0.2, 0.0, -0.2], [-0.2, 0.1, -0.2], [-0.1, 0.0, 0.0], [0.0, 0.0, -0.1], [0.0, 0.1, 0.0], [0.0, -0.1, 0.1], [0.0, 0.0, 0.0], [0.1, 0.0, 0.0], [0.3, 0.0, 0.2], [0.2, -0.1, 0.2]],
  "nbo_charge": [-0.61, -0.07, -0.25, -0.73, 1.42, -0.99, -0.99, 0.22, 0.21, 0.21, 0.19, 0.20, 0.19, 0.50, 0.50],
  "e_lumo_ev": 0.997,
  "homo_energy_ha": -0.314,
  "max_force_ha_per_bohr": 0.013,
  "e_tot_ha": -665.716293,
  "de_lowest_kj_mol": 1.8
}

***

[5]
{
  "formula": "C3H8NO2S",
  "method": "ωB97M-V with the def2-TZVPD basis set",
  "symbols": ["C", "C", "S", "C", "N", "O", "H", "H", "H", "H", "H", "H", "H", "H", "O"],
  "coordinates": [[1.295, 0.137, 0.549], [0.241, 1.282, 0.703], [-0.429, 1.873, -0.923], [0.770, -1.254, 0.860], [-0.314, -1.788, 0.235], [1.472, -2.034, 1.512], [2.201, 0.420, 1.149], [1.800, 0.197, -0.413], [0.829, 2.160, 1.009], [-0.523, 1.071, 1.440], [-0.437, -2.783, 0.348], [-1.046, -1.284, -0.276], [-1.244, 0.125, -1.783], [-2.663, 0.068, -1.233], [-1.950, -0.506, -1.527]],
  "atomic_forces_ev_per_a": [[-0.2, 1.3, 0.9], [1.4, 0.6, -1.5], [0.1, 0.3, 0.2], [1.5, -1.6, -0.7], [-0.4, 0.8, 0.1], [0.1, 0.3, 0.5], [-1.0, -0.9, 0.5], [-0.8, -0.3, -0.6], [-0.4, -0.3, 0.4], [-0.1, -0.2, 0.1], [0.2, 0.2, 0.3], [0.5, 0.2, -0.1], [0.1, 0.6, 0.5], [0.2, 0.2, 0.0], [-1.0, -1.2, -0.6]],
  "nbo_charge": [-0.51, -0.51, -0.71, 0.67, -0.85, -0.69, 0.21, 0.24, 0.19, 0.19, 0.38, 0.44, 0.50, 0.48, -1.01],
  "charge": -1,
  "e_lumo_ev": 3.932,
  "homo_energy_ha": -0.112,
  "max_force_ha_per_bohr": 0.044,
  "e_tot_ha": -722.591535,
  "de_lowest_kj_mol": 106.4
}

***

[6]
{
  "formula": "C3H8NO2S",
  "method": "ωB97M-V with the def2-TZVPD basis set",
  "symbols": ["C", "C", "S", "C", "N", "O", "H", "H", "H", "H", "H", "H", "H", "H", "O"],
  "coordinates": [[-0.251, -1.348, -0.486], [1.222, -0.904, -0.260], [1.791, 0.287, -1.536], [-1.129, -0.821, 0.620], [-1.530, 0.472, 0.455], [-1.444, -1.479, 1.596], [-0.366, -2.427, -0.459], [-0.573, -0.998, -1.463], [1.880, -1.766, -0.271], [1.247, -0.381, 0.695], [-1.989, 0.909, 1.237], [-0.911, 1.115, -0.031], [0.792, 2.119, -0.751], [0.887, 2.504, 0.720], [0.375, 2.719, -0.067]],
  "atomic_forces_ev_per_a": [[0.1, -0.3, 0.1], [-0.5, 0.7, -0.6], [0.0, 0.0, 0.0], [0.1, 0.3, -0.3], [0.0, 0.4, 0.0], [-0.3, -0.3, 0.3], [0.1, -0.2, 0.0], [-0.1, 0.1, 0.0], [0.1, -0.1, 0.3], [0.4, -0.3, 0.3], [0.0, -0.2, 0.2], [-0.1, -0.1, -0.2], [0.1, 0.0, 0.3], [0.0, 0.0, -0.1], [0.0, 0.0, -0.2]],
  "nbo_charge": [-0.53, -0.51, -0.69, 0.69, -0.85, -0.66, 0.21, 0.23, 0.19, 0.18, 0.37, 0.43, 0.50, 0.46, -1.02],
  "charge": -1,
  "e_lumo_ev": 3.889,
  "homo_energy_ha": -0.116,
  "max_force_ha_per_bohr": 0.021,
  "e_tot_ha": -722.611981,
  "de_lowest_kj_mol": 52.7
}

***

[7]
{
  "formula": "C3H8NO2S",
  "method": "ωB97M-V with the def2-TZVPD basis set",
  "symbols": ["N", "C", "C", "S", "C", "O", "O", "H", "H", "H", "H", "H", "H", "H", "H"],
  "coordinates": [[-0.544, -0.417, -1.459], [0.463, -0.186, -0.370], [-0.093, -0.444, 1.120], [-1.489, -1.668, 1.378], [0.980, 1.303, -0.716], [0.272, 2.034, -1.381], [2.059, 1.473, -0.014], [-1.130, 0.445, -1.644], [0.058, -0.683, -2.229], [-1.224, -1.153, -1.263], [1.438, -0.839, -0.435], [0.676, -0.378, 1.931], [-0.557, 0.520, 1.364], [-0.537, -2.753, 1.085], [2.157, 2.358, 0.311]],
  "atomic_forces_ev_per_a": [[-0.2, -0.1, 0.6], [2.1, -0.5, 0.9], [-0.8, 2.5, -0.1], [3.6, -1.1, -1.2], [-3.3, -1.5, 0.6], [1.7, -0.5, 0.9], [0.6, -0.2, 0.2], [1.3, -0.6, 0.0], [-0.6, 0.1, -0.9], [0.2, -0.4, 0.4], [-2.2, 0.7, -0.7], [-0.1, -1.1, -1.1], [-0.6, -0.1, -0.1], [-1.9, 1.4, 0.6], [0.5, 1.3, -0.1]],
  "nbo_charge": [-0.70, -0.18, -0.56, 0.01, 0.79, -0.56, -0.65, 0.48, 0.45, 0.46, 0.26, 0.27, 0.23, 0.16, 0.53],
  "charge": 1,
  "e_lumo_ev": -3.496,
  "homo_energy_ha": -0.510,
  "max_force_ha_per_bohr": 0.077,
  "e_tot_ha": -722.250030,
  "de_lowest_kj_mol": 134.6
}

***

[8]
{
  "formula": "C3H8NO3",
  "method": "ωB97M-V with the def2-TZVPD basis set",
  "symbols": ["C", "O", "C", "H", "H", "H", "H", "H", "N", "C", "O", "O", "H", "H", "H"],
  "coordinates": [[-0.147, 1.280, -1.106], [0.261, -0.017, -0.882], [-1.440, 1.627, -0.359], [-0.309, 1.446, -2.185], [0.636, 2.003, -0.793], [-1.842, 2.600, -0.675], [-1.286, 1.680, 0.720], [-2.208, 0.886, -0.579], [0.935, -0.947, 1.354], [1.082, -2.241, 0.982], [1.042, -2.411, -0.355], [1.237, -3.190, 1.741], [0.751, -0.853, 2.337], [0.541, -0.304, 0.534], [0.747, -1.559, -0.735]],
  "atomic_forces_ev_per_a": [[0.2, -0.6, 0.1], [-0.3, 0.6, -0.1], [-0.2, 0.4, -0.3], [-0.1, 0.2, -0.1], [-0.1, 0.1, -0.1], [0.1, 0.0, 0.0], [0.0, -0.2, 0.0], [0.0, -0.2, 0.1], [-0.2, 0.2, 0.0], [-0.1, -0.1, -0.1], [0.2, -0.7, 0.4], [0.1, 0.0, 0.0], [0.0, 0.1, 0.0], [0.4, -0.4, 0.5], [-0.1, 0.5, -0.6]],
  "nbo_charge": [-0.02, -0.95, -0.63, 0.12, 0.11, 0.17, 0.19, 0.20, -0.92, 0.87, -0.73, -0.73, 0.36, 0.44, 0.53],
  "charge": -1,
  "e_lumo_ev": 4.112,
  "homo_energy_ha": -0.158,
  "max_force_ha_per_bohr": 0.016,
  "e_tot_ha": -399.651976,
  "de_lowest_kj_mol": 67.9
}

***

[9]
{
  "formula": "C3H8NO3",
  "method": "ωB97M-V with the def2-TZVPD basis set",
  "symbols": ["C", "N", "C", "C", "O", "O", "H", "H", "H", "H", "H", "H", "H", "H", "O"],
  "coordinates": [[-1.167, -1.556, -1.133], [0.178, -1.787, -1.064], [1.123, -0.815, -0.533], [0.613, -0.088, 0.845], [1.539, 0.808, 1.217], [-1.858, -2.098, -1.932], [-1.286, -0.765, -0.305], [0.523, -2.645, -1.518], [1.298, 0.019, -1.236], [2.140, -1.377, -0.299], [0.391, -0.896, 1.713], [-0.472, 0.379, 0.791], [-0.451, 3.940, 0.645], [-1.301, 2.990, 1.633], [-1.269, 3.892, 1.175]],
  "atomic_forces_ev_per_a": [[3.7, 1.8, 2.2], [0.4, -1.2, -0.5], [0.5, -0.3, 2.0], [0.6, 0.0, 1.4], [-0.6, -0.3, -0.3], [-2.6, -1.0, -1.0], [-1.4, -0.7, -1.3], [-0.3, 0.9, 0.0], [0.1, -0.4, 0.2], [-2.1, 1.4, -0.4], [0.4, 0.5, -1.6], [1.2, -0.5, -0.7], [-0.5, -0.6, 0.6], [0.6, 1.9, -1.3], [0.0, -1.4, 0.7]],
  "nbo_charge": [0.52, -0.65, -0.26, 0.00, -0.94, -0.65, 0.13, 0.37, 0.18, 0.19, 0.06, 0.06, 0.48, 0.49, -0.98],
  "charge": -1,
  "e_lumo_ev": 3.897,
  "homo_energy_ha": -0.105,
  "max_force_ha_per_bohr": 0.091,
  "e_tot_ha": -399.555140,
  "de_lowest_kj_mol": 322.1
}

***

[10]
{
  "formula": "C3H8NO3",
  "method": "ωB97M-V with the def2-TZVPD basis set",
  "symbols": ["C", "N", "C", "C", "O", "O", "H", "H", "H", "H", "H", "H", "H", "H", "O"],
  "coordinates": [[0.272, 1.447, 0.692], [1.309, 0.519, 1.084], [0.897, -0.873, 0.929], [0.291, -1.213, -0.475], [-0.920, -1.549, -0.472], [1.073, -1.098, -1.435], [0.648, 2.476, 0.645], [-0.565, 1.371, 1.365], [-0.154, 1.321, -0.321], [2.091, 0.636, 0.454], [0.103, -1.123, 1.627], [1.764, -1.515, 1.102], [-1.869, 0.487, -1.791], [-2.299, -0.820, -1.431], [-2.641, -0.066, -1.976]],
  "atomic_forces_ev_per_a": [[-0.1, 0.5, -0.9], [0.2, -0.1, -0.2], [-0.6, -0.4, -0.4], [0.5, 0.1, 0.3], [-0.1, -0.1, 0.0], [0.0, 0.1, -0.2], [0.1, -0.1, 0.5], [-0.3, 0.1, 0.5], [0.2, -0.5, 0.1], [0.1, 0.1, -0.1], [0.1, 0.1, 0.4], [0.0, 0.0, 0.1], [-0.2, 0.3, -0.4], [-0.2, 0.0, -0.4], [0.4, -0.2, 0.6]],
  "nbo_charge": [-0.41, -0.62, -0.34, 0.75, -0.82, -0.77, 0.18, 0.19, 0.16, 0.35, 0.18, 0.19, 0.46, 0.51, -0.99],
  "charge": -1,
  "e_lumo_ev": 4.094,
  "homo_energy_ha": -0.155,
  "max_force_ha_per_bohr": 0.021,
  "e_tot_ha": -399.649777,
  "de_lowest_kj_mol": 73.6
}